The following is a DFT calculation (wB97M-V/def2-TZVPD) of one molecule with the formula C19H22N2O6.

Values from the calculation:
**SMILES**: CC(C)(C)OC(=O)NCCn1cc(C(=O)c2ccc(O)cc2O)ccc1=O
**Energy above the lowest of the compared OMol25 structures with the same formula, charge and spin**: 36.6 kcal per mole
**E_HOMO**: -8.54 eV
**E_LUMO**: 0.06 eV
**Total charge**: 0
**Molecular weight**: 374.4 g mol⁻¹

Each line ends with the Löwdin charge.
CARTESIAN COORDINATES (ANGSTROEM)
C: 3.00 4.42 -2.29  -0.03
C: 2.52 3.23 -1.46  -0.58
C: 1.72 3.67 -0.23  -0.02
C: 3.77 2.45 -1.00  -0.03
O: 1.82 2.32 -2.32  0.02
C: 0.58 2.58 -2.85  -0.49
O: -0.04 3.64 -2.71  0.07
N: -0.02 1.54 -3.54  0.08
C: -1.45 1.26 -3.30  -0.14
C: -1.66 -0.25 -2.99  -0.11
N: -1.03 -0.65 -1.73  0.01
C: -1.74 -0.67 -0.52  0.07
C: -1.08 -1.06 0.67  -0.13
C: -1.86 -1.09 1.91  -0.35
O: -2.58 -0.14 2.19  0.09
C: -1.79 -2.22 2.83  -0.11
C: -1.82 -1.92 4.20  0.01
C: -1.79 -2.92 5.13  -0.03
C: -1.82 -4.24 4.74  -0.33
O: -1.88 -5.22 5.69  0.07
C: -1.73 -4.59 3.41  0.07
C: -1.74 -3.54 2.41  -0.21
O: -1.75 -3.90 1.09  0.07
C: 0.33 -1.43 0.68  0.02
C: 0.98 -1.47 -0.52  0.02
C: 0.29 -1.12 -1.73  -0.39
O: 0.95 -1.12 -2.81  -0.01
H: 3.51 4.08 -3.21  0.10
H: 2.18 5.08 -2.60  0.08
H: 3.68 5.04 -1.74  0.08
H: 1.37 2.80 0.28  0.08
H: 2.35 4.21 0.46  0.08
H: 0.83 4.27 -0.40  0.08
H: 3.43 1.44 -0.67  0.09
H: 4.28 2.97 -0.18  0.09
H: 4.49 2.28 -1.84  0.09
H: 0.56 0.69 -3.69  0.12
H: -1.81 1.81 -2.41  0.13
H: -2.05 1.61 -4.14  0.11
H: -2.75 -0.45 -2.87  0.13
H: -1.34 -0.76 -3.87  0.12
H: -2.81 -0.43 -0.44  0.15
H: -1.82 -0.90 4.54  0.12
H: -1.80 -2.67 6.17  0.11
H: -2.10 -4.77 6.52  0.10
H: -1.70 -5.64 3.14  0.13
H: -1.54 -4.83 0.99  0.12
H: 0.80 -1.67 1.62  0.12
H: 2.05 -1.72 -0.62  0.13

---

The following is a DFT calculation (wB97M-V/def2-TZVPD) of one molecule with the formula C19H22N2O6S2.

Values from the calculation:
**SMILES**: Cc1ccc(NC(=O)COC(=O)Cc2cccs2)cc1S(=O)(=O)N1CCOCC1
**Energy above the lowest of the compared OMol25 structures with the same formula, charge and spin**: 10.6 kcal per mole
**E_HOMO**: -8.75 eV
**E_LUMO**: 0.48 eV
**Total charge**: 0
**Molecular weight**: 438.5 g mol⁻¹

Each line ends with the Löwdin charge.
CARTESIAN COORDINATES (ANGSTROEM)
C: -2.63 -2.40 1.81  -0.04
C: -1.32 -2.12 1.16  -0.24
C: -0.32 -3.08 1.08  -0.01
C: 0.90 -2.83 0.48  0.02
C: 1.15 -1.57 -0.08  -0.19
N: 2.37 -1.23 -0.67  0.15
C: 3.43 -2.03 -0.92  -0.43
O: 3.48 -3.23 -0.75  0.09
C: 4.63 -1.28 -1.52  -0.05
O: 4.56 0.13 -1.32  -0.02
C: 5.28 0.64 -0.31  -0.48
O: 5.99 0.00 0.41  0.14
C: 5.02 2.13 -0.18  -0.09
C: 3.68 2.31 0.46  -0.52
C: 3.38 2.37 1.79  -0.11
C: 2.00 2.50 2.04  -0.16
C: 1.26 2.54 0.90  -0.39
S: 2.24 2.41 -0.51  1.05
C: 0.15 -0.61 -0.03  0.00
C: -1.05 -0.88 0.59  -0.22
S: -2.25 0.45 0.65  0.70
O: -1.68 1.59 -0.02  -0.30
O: -2.72 0.65 1.99  -0.28
N: -3.51 -0.24 -0.23  -0.24
C: -3.29 -0.26 -1.66  -0.16
C: -3.69 1.07 -2.31  -0.19
O: -5.02 1.41 -1.97  -0.12
C: -5.18 1.53 -0.58  -0.18
C: -4.85 0.21 0.12  -0.16
H: -2.58 -3.32 2.39  0.08
H: -3.41 -2.51 1.06  0.08
H: -2.91 -1.57 2.46  0.07
H: -0.49 -4.06 1.51  0.12
H: 1.66 -3.59 0.45  0.11
H: 2.47 -0.25 -0.92  0.10
H: 5.54 -1.68 -1.07  0.14
H: 4.65 -1.45 -2.60  0.14
H: 5.02 2.58 -1.18  0.12
H: 5.80 2.57 0.43  0.13
H: 4.13 2.33 2.56  0.12
H: 1.57 2.57 3.02  0.11
H: 0.19 2.61 0.79  0.04
H: 0.30 0.37 -0.46  0.08
H: -2.23 -0.46 -1.83  0.12
H: -3.89 -1.07 -2.08  0.14
H: -3.66 1.00 -3.40  0.13
H: -3.00 1.86 -1.97  0.11
H: -6.22 1.82 -0.41  0.13
H: -4.51 2.32 -0.19  0.13
H: -4.87 0.33 1.21  0.12
H: -5.56 -0.56 -0.18  0.13

---

The following is a DFT calculation (wB97M-V/def2-TZVPD) of one molecule with the formula C19H22N4O3S.

Values from the calculation:
**SMILES**: CCOc1ccc(NC(=O)CSc2nc3cccnc3n2CCOC)cc1
**Energy above the lowest of the compared OMol25 structures with the same formula, charge and spin**: 33.2 kcal per mole
**E_HOMO**: -7.81 eV
**E_LUMO**: 0.51 eV
**Total charge**: 0
**Molecular weight**: 386.5 g mol⁻¹

Each line ends with the Löwdin charge.
CARTESIAN COORDINATES (ANGSTROEM)
C: 2.68 3.61 -3.72  -0.06
C: 2.16 2.19 -3.91  -0.25
O: 2.83 1.25 -3.10  -0.06
C: 2.50 1.13 -1.78  -0.28
C: 1.50 1.85 -1.13  -0.02
C: 1.21 1.58 0.19  -0.03
C: 1.90 0.60 0.89  -0.24
N: 1.46 0.27 2.19  0.10
C: 1.54 -0.99 2.73  -0.56
O: 2.45 -1.75 2.58  0.08
C: 0.36 -1.35 3.63  -0.34
S: -1.24 -0.75 3.00  0.99
C: -0.98 -1.00 1.30  -0.61
N: -0.07 -1.81 0.82  0.15
C: -0.07 -1.58 -0.53  -0.21
C: 0.71 -2.08 -1.56  0.01
C: 0.45 -1.57 -2.82  -0.07
C: -0.54 -0.60 -3.00  -0.16
N: -1.30 -0.10 -2.04  0.14
C: -1.04 -0.60 -0.84  -0.25
N: -1.61 -0.24 0.36  -0.01
C: -2.68 0.70 0.55  -0.12
C: -4.03 -0.01 0.72  -0.22
O: -5.01 0.96 0.93  -0.18
C: -6.29 0.42 1.12  -0.11
C: 2.94 -0.08 0.26  -0.01
C: 3.22 0.18 -1.06  0.00
H: 2.51 3.95 -2.70  0.07
H: 2.16 4.28 -4.41  0.08
H: 3.74 3.65 -3.93  0.08
H: 2.36 1.86 -4.93  0.12
H: 1.08 2.14 -3.74  0.11
H: 0.91 2.60 -1.64  0.11
H: 0.41 2.12 0.68  0.12
H: 0.67 0.83 2.49  0.11
H: 0.33 -2.43 3.73  0.09
H: 0.47 -0.90 4.62  0.09
H: 1.47 -2.82 -1.38  0.12
H: 1.02 -1.90 -3.67  0.10
H: -0.74 -0.20 -3.99  0.10
H: -2.49 1.30 1.45  0.12
H: -2.72 1.34 -0.33  0.13
H: -4.25 -0.61 -0.18  0.14
H: -3.97 -0.70 1.58  0.12
H: -6.32 -0.24 1.99  0.09
H: -6.96 1.26 1.27  0.09
H: -6.61 -0.15 0.23  0.09
H: 3.48 -0.84 0.80  0.11
H: 4.01 -0.35 -1.57  0.12

---

The following is a DFT calculation (wB97M-V/def2-TZVPD) of C19H22N5O5S2V as an isolated structure.

Values from the calculation:
**Spin multiplicity**: 3
**Energy above the lowest of the compared OMol25 structures with the same formula, charge and spin**: 0.5 kcal per mole
**E_HOMO (alpha / beta)**: -7.24 / -7.32 eV
**E_LUMO (alpha / beta)**: -0.48 / -0.68 eV
**Total charge**: 0
**Molecular weight**: 515.5 g mol⁻¹

Each line ends with the Löwdin charge.
CARTESIAN COORDINATES (ANGSTROEM)
V: -0.03 0.01 -1.63  0.65
S: 1.91 0.27 -0.17  0.68
C: 1.24 -0.63 1.18  -0.75
N: 1.71 -0.65 2.39  0.06
N: 2.75 0.11 2.63  -0.01
C: 3.33 0.17 3.90  -0.23
C: 2.83 -0.58 4.96  -0.03
C: 3.44 -0.49 6.20  -0.09
C: 4.54 0.34 6.40  -0.10
C: 5.03 1.08 5.34  -0.10
C: 4.43 1.00 4.09  -0.04
N: 0.15 -1.46 1.02  0.08
N: -0.41 -1.43 -0.10  -0.05
C: -1.48 -2.37 -0.23  -0.26
C: -1.65 -2.98 -1.47  -0.03
C: -2.70 -3.87 -1.65  -0.07
C: -3.57 -4.14 -0.61  -0.09
C: -3.39 -3.53 0.63  -0.08
C: -2.34 -2.65 0.82  -0.02
H: 3.13 0.67 1.87  0.07
H: 1.98 -1.22 4.80  0.10
H: 3.05 -1.07 7.03  0.10
H: 5.00 0.40 7.38  0.10
H: 5.88 1.73 5.48  0.10
H: 4.82 1.57 3.26  0.11
H: -0.96 -2.76 -2.27  0.11
H: -2.83 -4.36 -2.61  0.11
H: -4.39 -4.83 -0.75  0.10
H: -4.07 -3.74 1.44  0.10
H: -2.19 -2.15 1.77  0.11
C: -0.59 5.24 -1.59  -0.08
C: -0.96 4.45 -0.34  -0.19
C: -0.76 3.02 -0.55  -0.10
N: -0.59 1.91 -0.74  0.14
H: -0.73 6.30 -1.41  0.08
H: -1.22 4.95 -2.43  0.08
H: 0.45 5.07 -1.87  0.08
H: -2.00 4.61 -0.06  0.12
H: -0.35 4.75 0.51  0.12
C: 0.42 -0.27 -5.40  -0.12
S: 1.37 -0.17 -3.92  0.46
O: 0.93 1.07 -3.21  -0.41
O: 2.76 -0.23 -4.25  -0.27
O: 0.87 -1.26 -3.02  -0.41
H: 0.72 0.55 -6.04  0.07
H: -0.63 -0.21 -5.13  0.05
H: 0.66 -1.23 -5.87  0.08
C: -4.38 -0.17 -2.18  -0.04
O: -3.22 -0.02 -1.34  -0.07
C: -2.05 -0.04 -1.97  -0.52
O: -1.93 -0.09 -3.19  0.01
H: -5.23 -0.13 -1.51  0.09
H: -4.34 -1.13 -2.70  0.09
H: -4.43 0.63 -2.91  0.09

---

The following is a DFT calculation (wB97M-V/def2-TZVPD) of C19H22N8O3SW as an isolated structure.

Values from the calculation:
**Spin multiplicity**: 3
**Energy above the lowest of the compared OMol25 structures with the same formula, charge and spin**: 83.0 kcal per mole
**E_HOMO (alpha / beta)**: -14.65 / -15.57 eV
**E_LUMO (alpha / beta)**: -7.32 / -7.51 eV
**Total charge**: +2
**Molecular weight**: 626.3 g mol⁻¹

Each line ends with the Löwdin charge.
CARTESIAN COORDINATES (ANGSTROEM)
W: 0.28 -1.26 -0.03  1.58
C: -0.38 -5.57 1.66  0.01
C: 0.07 -4.23 2.20  -0.53
C: -0.21 -4.04 3.68  0.01
O: 1.46 -3.97 1.94  0.00
C: -0.46 -3.07 1.37  -0.48
O: -0.73 -3.14 0.14  -0.05
O: -0.31 -1.84 1.80  -0.11
H: 0.15 -6.36 2.19  0.11
H: -0.17 -5.65 0.59  0.10
H: -1.45 -5.71 1.82  0.11
H: 0.30 -4.83 4.23  0.11
H: -1.28 -4.11 3.88  0.11
H: 0.16 -3.08 4.02  0.09
H: 1.86 -4.72 1.49  0.12
N: -0.41 -1.64 -3.71  0.24
C: -0.73 -0.53 -3.08  -0.40
N: -1.36 0.43 -3.78  0.20
C: -1.73 1.54 -3.18  -0.36
N: -2.25 2.52 -3.91  0.24
N: -1.64 1.75 -1.82  0.14
C: -0.73 0.83 -1.16  -0.49
N: -0.41 -0.41 -1.77  -0.03
C: 1.31 1.76 0.07  -0.20
C: 2.04 2.82 0.58  0.03
C: 3.03 2.58 1.53  0.01
C: 3.27 1.27 1.93  0.00
C: 2.51 0.26 1.38  -0.09
N: 1.53 0.49 0.49  -0.04
H: -0.64 -1.72 -4.69  0.14
H: 0.12 -2.37 -3.27  0.09
H: -2.36 2.35 -4.90  0.14
H: -2.73 3.29 -3.49  0.13
H: 1.85 3.82 0.22  0.14
H: 3.61 3.40 1.93  0.13
H: 4.04 1.04 2.65  0.13
H: 2.67 -0.77 1.67  0.12
C: -1.76 4.84 0.17  -0.01
C: -1.54 3.37 0.05  -0.18
C: -1.93 2.52 1.02  0.02
C: -1.65 1.10 1.07  -0.02
N: -1.13 0.36 0.16  0.00
C: 0.34 1.91 -1.06  -0.07
C: -0.87 2.90 -1.22  -0.09
H: -2.22 5.11 1.12  0.10
H: -2.40 5.19 -0.64  0.11
H: -0.81 5.38 0.08  0.10
H: -2.43 2.93 1.89  0.13
H: -1.85 0.59 2.01  0.14
H: 0.89 1.93 -2.00  0.17
H: -0.71 3.73 -1.91  0.16
S: 2.12 -2.32 -1.22  0.64
C: 2.68 -0.85 -1.86  -0.77
N: 2.99 0.17 -2.30  0.12

---

The following is a DFT calculation (wB97M-V/def2-TZVPD) of C19H23BCuN4O6 as an isolated structure.

Values from the calculation:
**Spin multiplicity**: 2
**Energy above the lowest of the compared OMol25 structures with the same formula, charge and spin**: 0.0 kcal per mole
**E_HOMO (alpha / beta)**: -6.99 / -6.98 eV
**E_LUMO (alpha / beta)**: -0.80 / -2.25 eV
**Total charge**: 0
**Molecular weight**: 477.8 g mol⁻¹

Each line ends with the Löwdin charge.
CARTESIAN COORDINATES (ANGSTROEM)
Cu: -0.13 -0.69 -0.07  0.70
C: -0.60 1.03 2.31  -0.16
C: 0.61 0.10 2.41  -0.18
N: 1.34 0.09 1.13  -0.11
C: 2.09 1.33 0.82  -0.03
C: 1.03 1.41 -1.82  -0.05
N: -0.22 0.67 -1.56  -0.12
C: -1.42 1.48 -1.30  -0.15
C: -1.45 1.96 0.15  -0.16
N: -1.31 0.81 1.05  -0.09
H: -0.26 2.07 2.34  0.12
H: -1.25 0.86 3.17  0.13
H: 0.26 -0.92 2.61  0.12
H: 1.26 0.42 3.23  0.13
H: 1.98 -0.71 1.11  0.13
H: 3.16 1.11 0.83  0.12
H: 1.90 2.05 1.62  0.11
H: 1.74 0.70 -2.26  0.12
H: 0.84 2.18 -2.58  0.13
H: -0.40 0.04 -2.34  0.13
H: -2.29 0.86 -1.50  0.13
H: -1.45 2.35 -1.97  0.13
H: -2.37 2.52 0.33  0.13
H: -0.61 2.62 0.31  0.10
H: -2.17 0.29 1.18  0.12
O: -1.87 -2.17 1.30  0.02
C: -1.47 -2.91 0.39  -0.58
O: -0.57 -2.57 -0.47  -0.09
C: -2.00 -4.31 0.27  -0.12
C: -2.83 -4.82 1.26  0.00
C: -3.35 -6.10 1.15  0.02
C: -3.03 -6.85 0.02  -0.14
C: -2.20 -6.36 -0.97  0.02
C: -1.68 -5.09 -0.84  0.00
N: -3.60 -8.19 -0.12  -0.35
O: -3.33 -8.82 -1.12  0.08
O: -4.29 -8.62 0.79  0.08
H: -3.07 -4.21 2.12  0.12
H: -3.99 -6.52 1.90  0.12
H: -1.97 -6.98 -1.82  0.12
H: -1.02 -4.68 -1.59  0.12
O: 3.18 2.54 -1.15  0.08
B: 1.83 2.18 -0.61  -0.71
O: 1.21 3.51 -0.28  0.05
C: 2.13 4.46 -0.56  -0.22
C: 2.02 5.83 -0.39  -0.02
C: 3.12 6.61 -0.75  -0.12
C: 4.27 6.04 -1.26  -0.12
C: 4.38 4.66 -1.43  -0.01
C: 3.30 3.88 -1.08  -0.22
H: 1.12 6.27 0.01  0.11
H: 3.07 7.69 -0.62  0.09
H: 5.11 6.68 -1.53  0.09
H: 5.28 4.21 -1.83  0.11